C17H33F3N2O3 | ωB97M-V/def2-TZVPD

Its charge is 0. The calculation puts the total energy at -35437.922 eV. As for the LUMO energy: -0.006 hartree.

Each line ends with the Löwdin charge.
Positions of all 58 atoms, in Å:
N 3.713 1.377 4.582  0.051
C 4.203 0.947 3.274  -0.315
C 3.340 -0.116 2.597  -0.137
C 2.050 -0.495 3.295  -0.195
O 1.013 0.351 2.803  -0.149
C 0.827 1.509 3.568  -0.111
C -0.574 2.028 3.300  -0.619
F -1.022 2.818 4.260  0.160
F -1.475 1.034 3.174  0.121
F -0.643 2.706 2.152  0.136
C 4.280 2.214 2.381  -0.705
O 3.363 2.378 1.525  -0.087
O 5.215 2.967 2.665  -0.037
H 4.014 0.742 5.306  0.073
H 4.047 2.309 4.771  0.078
H 5.220 0.575 3.342  0.122
H 3.931 -1.015 2.435  0.105
H 3.054 0.260 1.621  0.087
H 1.790 -1.508 3.000  0.110
H 2.096 -0.487 4.377  0.109
H 1.506 2.294 3.239  0.130
H 0.981 1.355 4.628  0.129
C -2.743 -3.370 -3.313  -0.094
C -1.292 -3.208 -2.862  -0.251
C -1.150 -2.649 -1.445  -0.174
C -1.674 -1.243 -1.198  -0.091
N -0.960 -0.108 -1.896  -0.188
C -0.859 1.071 -0.947  -0.089
C 0.273 0.708 -0.013  -0.143
C 1.270 -0.064 -0.884  -0.106
C 0.509 -0.399 -2.168  -0.086
C -1.655 0.277 -3.180  -0.113
C -2.882 1.172 -3.056  -0.213
C -4.142 0.573 -2.429  -0.093
H -3.257 -2.410 -3.400  0.046
H -2.784 -3.850 -4.290  0.079
H -3.304 -3.989 -2.612  0.084
H -0.750 -2.596 -3.589  0.094
H -0.815 -4.190 -2.881  0.115
H -0.113 -2.727 -1.109  0.112
H -1.711 -3.302 -0.771  0.130
H -1.620 -1.038 -0.130  0.135
H -2.721 -1.185 -1.476  0.103
H -0.615 1.944 -1.551  0.146
H -1.813 1.214 -0.444  0.138
H -0.077 0.084 0.805  0.101
H 0.719 1.588 0.439  0.119
H 1.625 -0.959 -0.376  0.117
H 2.149 0.534 -1.116  0.128
H 0.641 -1.417 -2.511  0.109
H 0.814 0.267 -2.970  0.130
H -1.888 -0.648 -3.706  0.120
H -0.918 0.816 -3.773  0.129
H -3.128 1.465 -4.079  0.121
H -2.630 2.100 -2.544  0.107
H -4.390 -0.394 -2.872  0.069
H -4.988 1.237 -2.600  0.081
H -4.050 0.453 -1.349  0.071

Atoms 1-3, force components in eV/Å:
N -0.514 -0.277 -0.088
C -0.040 0.139 -0.579
C 0.163 -0.623 0.654

=====

C24H74N6O10 | ωB97M-V/def2-TZVPD

Its structure (SMILES) is COC[C@H](C)N.COC[C@H](C)N.COC[C@H](C)N.COC[C@H](C)N.COC[C@H](C)N.COC[C@H](C)N.O.O.O.O. Its charge is 0. The calculation puts the total energy at -55500.122 eV. As for the LUMO energy: 0.009 hartree. The energy relative to the best compared isomer or geometry (same formula, charge and spin) comes out at 41.12 kcal/mol.

Each line ends with the Löwdin charge.
Positions of all 114 atoms, in Å:
C -3.968 -1.286 -2.191  -0.080
C -4.451 -0.175 -1.339  -0.418
C -4.892 -0.686 0.023  -0.146
O -5.182 0.390 0.952  -0.238
C -6.307 1.235 0.564  -0.062
N -3.260 0.714 -1.301  0.087
H -3.599 -0.969 -3.166  0.080
H -4.811 -1.962 -2.334  0.084
H -3.184 -1.926 -1.786  0.079
H -5.301 0.304 -1.826  0.133
H -4.168 -1.337 0.513  0.118
H -5.853 -1.176 -0.133  0.127
H -7.214 0.640 0.453  0.091
H -6.057 1.720 -0.379  0.060
H -6.355 2.069 1.264  0.093
H -3.625 1.464 -0.731  0.023
H -3.077 1.144 -2.196  0.060
C -1.645 4.087 1.881  -0.065
C -2.906 3.577 1.308  -0.420
C -2.976 3.857 -0.189  -0.223
O -4.207 3.448 -0.743  -0.203
C -4.260 3.769 -2.154  -0.074
N -2.854 2.146 1.495  0.066
H -1.512 3.720 2.898  0.083
H -1.656 5.177 1.891  0.090
H -0.798 3.675 1.332  0.061
H -3.746 3.990 1.867  0.151
H -2.109 3.406 -0.672  0.101
H -2.672 4.865 -0.472  0.127
H -4.253 4.855 -2.250  0.091
H -5.206 3.372 -2.523  0.088
H -3.508 3.328 -2.808  0.083
H -3.828 1.889 1.557  0.063
H -2.570 1.790 0.593  0.044
C 1.632 2.413 2.742  -0.046
C 1.685 2.369 1.259  -0.454
C 3.064 2.046 0.776  -0.196
O 3.911 3.093 1.243  -0.176
C 5.316 2.854 1.112  -0.083
N 0.643 1.508 0.754  0.048
H 2.034 1.518 3.217  0.089
H 0.617 2.474 3.136  0.062
H 2.067 3.337 3.122  0.088
H 1.463 3.343 0.824  0.136
H 2.965 1.968 -0.307  0.128
H 3.361 1.092 1.211  0.115
H 5.901 3.532 1.734  0.086
H 5.648 2.908 0.076  0.084
H 5.535 1.863 1.509  0.077
H -0.276 1.802 1.052  0.052
H 0.593 1.762 -0.223  0.031
C 1.681 -1.136 -3.710  -0.051
C 0.879 -2.434 -3.780  -0.397
C 1.608 -3.659 -3.176  -0.142
O 2.843 -3.871 -3.979  -0.204
C 3.704 -4.763 -3.310  -0.128
N -0.328 -2.219 -2.971  0.043
H 1.830 -0.830 -2.674  0.077
H 1.259 -0.293 -4.257  0.058
H 2.649 -1.297 -4.184  0.077
H 0.679 -2.647 -4.830  0.136
H 0.924 -4.507 -3.152  0.123
H 1.984 -3.397 -2.187  0.112
H 3.124 -5.562 -2.847  0.089
H 4.298 -4.219 -2.575  0.064
H 4.494 -5.089 -3.986  0.086
H -0.253 -1.752 -2.079  0.022
H -0.852 -3.068 -2.812  0.074
C -2.758 -1.047 2.805  -0.051
C -1.796 -0.584 3.924  -0.415
C -0.339 -0.847 3.527  -0.186
O -0.021 -2.140 3.083  -0.249
C -0.099 -3.147 4.102  -0.067
N -2.035 0.831 4.117  0.025
H -3.788 -0.749 3.001  0.077
H -2.689 -2.133 2.869  0.074
H -2.469 -0.727 1.804  0.064
H -2.060 -0.972 4.908  0.134
H 0.381 -0.602 4.308  0.131
H -0.281 -0.245 2.620  0.110
H 0.119 -2.803 5.113  0.090
H 0.720 -3.859 4.005  0.092
H -1.050 -3.679 4.109  0.094
H -2.974 0.955 4.468  0.067
H -2.115 1.309 3.230  0.008
C 6.712 -1.379 -1.508  -0.068
C 6.109 -1.414 -0.119  -0.466
C 4.588 -1.422 -0.202  -0.219
O 3.985 -1.478 1.096  -0.184
C 2.567 -1.716 0.954  -0.076
N 6.654 -2.497 0.660  0.059
H 6.276 -2.138 -2.157  0.068
H 7.795 -1.502 -1.500  0.082
H 6.492 -0.451 -2.037  0.077
H 6.320 -0.406 0.238  0.126
H 4.256 -2.248 -0.831  0.110
H 4.361 -0.493 -0.726  0.116
H 2.130 -1.678 1.952  0.083
H 2.305 -2.651 0.457  0.087
H 2.098 -0.887 0.424  0.062
H 6.075 -2.574 1.484  0.065
H 6.413 -3.340 0.158  0.072
O -0.363 2.093 -1.738  -0.066
H 0.292 2.757 -1.956  0.061
H -0.642 1.745 -2.584  -0.038
O -0.520 -3.240 0.808  -0.075
H -0.291 -2.786 1.618  -0.041
H -0.536 -2.552 0.143  -0.027
O -1.086 0.850 -3.791  -0.037
H -1.132 0.018 -3.321  0.021
H -0.741 0.619 -4.654  0.068
O -0.418 -0.706 -0.455  -0.078
H 0.091 -0.130 0.115  -0.020
H -1.211 -0.208 -0.652  0.009

Atoms 1-3, force components in eV/Å:
C -0.907 -2.043 -0.892
C 1.947 0.014 -0.615
C -0.781 1.543 0.362

=====

C50H48BrN6OS3SeSiTl | ωB97M-V/def2-TZVPD

Its charge is 0. The calculation puts the total energy at -244083.448 eV. As for the LUMO energy: 0.006 hartree. The energy relative to the best compared isomer or geometry (same formula, charge and spin) comes out at 53.65 kcal/mol.

Each line ends with the Löwdin charge.
Positions of all 112 atoms, in Å:
Tl -0.501 0.087 1.598  0.743
S -2.352 -0.414 -0.739  0.608
C -2.595 0.969 -1.791  -0.637
C -3.818 1.286 -2.253  -0.130
C -4.072 2.454 -3.098  -0.092
C -3.113 3.302 -3.467  -0.070
C -1.685 3.070 -3.099  -0.188
C -1.411 1.806 -2.206  -0.511
S -0.308 2.178 -0.788  0.948
H -4.659 0.669 -1.962  0.091
H -5.093 2.628 -3.418  0.097
H -3.338 4.170 -4.077  0.103
H -1.232 3.977 -2.692  0.135
N 3.318 1.038 3.963  0.124
C 3.282 2.450 3.993  -0.267
C 3.502 3.114 5.186  -0.033
C 3.467 4.501 5.237  -0.079
C 3.197 5.230 4.092  -0.086
C 2.957 4.563 2.896  -0.112
C 3.010 3.181 2.842  -0.452
S 2.718 2.343 1.309  0.978
N 2.441 0.749 1.780  -0.251
C 2.759 0.313 2.931  -0.394
C 2.597 -1.153 3.177  -0.214
C 3.565 -1.858 3.883  -0.008
C 3.435 -3.233 3.994  -0.050
C 2.350 -3.853 3.398  -0.042
C 1.431 -3.061 2.725  -0.133
N 1.541 -1.741 2.623  0.084
H 3.255 0.604 4.870  0.135
H 3.695 2.540 6.086  0.117
H 3.644 5.005 6.178  0.105
H 3.168 6.310 4.123  0.103
H 2.731 5.120 1.994  0.111
H 4.422 -1.347 4.301  0.116
H 4.180 -3.812 4.524  0.111
H 2.214 -4.924 3.444  0.109
H 0.563 -3.502 2.246  0.100
C -3.222 0.380 4.793  -0.037
N -2.785 1.399 3.859  -0.133
C -3.510 1.798 2.748  -0.050
C -2.791 2.749 2.129  -0.063
N -1.634 2.928 2.866  -0.144
C -0.577 3.862 2.517  -0.042
C -1.616 2.083 3.927  -0.811
Se -0.259 1.857 5.156  0.585
H -4.070 0.743 5.374  0.098
H -2.396 0.162 5.465  0.037
H -3.504 -0.518 4.246  0.077
H -4.458 1.358 2.496  0.131
H -2.986 3.301 1.226  0.132
H -0.974 4.876 2.504  0.103
H -0.164 3.609 1.541  0.031
H 0.202 3.787 3.272  0.034
C 0.012 4.270 -5.784  -0.041
C 0.341 3.157 -4.835  -0.227
C -0.820 2.427 -4.236  -0.140
C -0.494 1.218 -3.332  -0.339
C -0.928 -0.092 -3.971  0.009
C 0.918 1.214 -2.801  -0.150
C 0.956 0.922 -1.324  -0.554
O 0.695 -0.347 -0.853  -0.408
C 1.900 1.874 -3.421  -0.199
C 3.318 1.921 -2.921  -0.034
C 1.587 2.787 -4.536  0.012
H -0.532 3.895 -6.654  0.084
H 0.910 4.783 -6.127  0.077
H -0.637 5.001 -5.293  0.082
H -1.472 2.114 -5.058  0.155
H -1.930 0.013 -4.393  0.101
H -0.963 -0.923 -3.269  0.012
H -0.229 -0.360 -4.766  0.111
H 1.885 1.256 -0.863  0.047
H 3.532 2.880 -2.438  0.091
H 4.007 1.822 -3.763  0.084
H 3.535 1.122 -2.216  0.067
H 2.425 3.292 -5.007  0.114
Br -1.291 -4.840 5.713  0.746
C -1.984 -4.039 4.147  -0.679
C -2.822 -4.747 3.301  -0.103
C -3.280 -4.111 2.161  -0.038
C -2.879 -2.805 1.910  -0.131
N -2.077 -2.132 2.735  0.016
C -1.639 -2.737 3.838  -0.225
H -3.102 -5.767 3.527  0.107
H -3.923 -4.623 1.459  0.112
H -3.207 -2.282 1.018  0.061
H -0.985 -2.162 4.487  0.109
C 3.477 -2.996 -4.317  -0.096
C 3.741 -2.253 -3.174  -0.089
C 2.703 -1.897 -2.325  -0.090
C 1.382 -2.283 -2.584  -0.222
C 1.143 -3.036 -3.735  -0.089
C 2.174 -3.382 -4.599  -0.086
Si 0.043 -1.853 -1.308  0.517
C -1.273 -3.173 -1.781  -0.334
C -2.359 -3.058 -2.651  -0.134
C -3.161 -4.150 -2.953  -0.085
C -2.896 -5.392 -2.390  -0.102
C -1.817 -5.531 -1.529  -0.098
C -1.021 -4.431 -1.232  -0.125
H 4.284 -3.279 -4.982  0.098
H 4.757 -1.949 -2.949  0.099
H 2.918 -1.309 -1.439  0.101
H 0.133 -3.357 -3.964  0.100
H 1.960 -3.957 -5.492  0.099
H 0.352 -2.430 0.034  0.032
H -2.601 -2.097 -3.087  0.075
H -3.998 -4.030 -3.631  0.100
H -3.523 -6.244 -2.619  0.096
H -1.591 -6.494 -1.087  0.097
H -0.174 -4.559 -0.563  0.090

Atoms 1-3, force components in eV/Å:
Tl -0.098 0.062 0.015
S 0.011 -0.164 -0.023
C -0.048 0.092 0.103

=====

CH2BrN2O3 | ωB97M-V/def2-TZVPD

Its charge is +1. The calculation puts the total energy at -80218.503 eV. As for the LUMO energy (alpha / beta): -0.246 / -0.246 hartree. The energy relative to the best compared isomer or geometry (same formula, charge and spin) comes out at 59.09 kcal/mol.

Each line ends with the Löwdin charge.
Positions of all 9 atoms, in Å:
C 0.091 0.130 -0.053  -0.523
N -2.172 -1.250 0.075  -0.149
N 1.365 0.031 -0.021  -0.093
O -1.879 -2.330 0.068  0.372
O -2.784 -0.319 0.020  0.252
O 2.314 1.062 0.092  0.026
Br -0.864 1.717 0.095  0.843
H 1.641 -0.929 0.098  0.160
H 2.289 1.889 -0.374  0.112

Atoms 1-3, force components in eV/Å:
C -1.536 -0.416 0.424
N 1.345 0.623 -0.469
N -1.355 2.573 -0.744

=====

C2H3ClFI | ωB97M-V/def2-TZVPD

Its structure (SMILES) is C=C(F)Cl.I. Its charge is 0. The calculation puts the total energy at -25461.722 eV. As for the LUMO energy: 0.026 hartree. The energy relative to the best compared isomer or geometry (same formula, charge and spin) comes out at 20.61 kcal/mol.

Each line ends with the Löwdin charge.
Positions of all 8 atoms, in Å:
C 0.860 -0.574 -1.989  -0.012
C 0.285 -0.262 -0.866  -0.874
F 0.486 0.947 -0.343  0.016
Cl -0.869 -1.245 -0.097  0.712
I -1.354 1.309 4.835  0.483
H -1.507 1.247 3.373  -0.485
H 0.724 -1.627 -2.477  0.115
H 1.377 0.206 -2.436  0.045

Atoms 1-3, force components in eV/Å:
C -0.679 -3.467 -1.127
C -0.384 0.122 -0.083
F -0.390 -0.052 0.553

=====

C26H62Cl3FN2O14P2 | ωB97M-V/def2-TZVPD

Its structure (SMILES) is [H]/N=C/C[C@](CCOC=O)(O[C@@](O)(CP(=O)(O)O)[C@](Cl)([C@@H](C)CCC)N([C@@H](C)F)[C@@H](Cl)[C@H](C)Cl)P(C)O.CO.CO.CO.CO.CO.CO. Its charge is 0. The calculation puts the total energy at -118473.030 eV. As for the LUMO energy: 0.016 hartree.

Each line ends with the Löwdin charge.
Positions of all 110 atoms, in Å:
C 1.285 0.067 3.010  -0.092
C -0.007 0.880 2.792  -0.235
C -0.974 0.182 1.810  -0.176
C -1.897 1.206 1.114  -0.332
C -2.818 1.954 2.087  -0.117
C -2.531 0.629 -0.226  -0.479
Cl -4.195 1.426 -0.319  0.817
N -2.703 -0.785 -0.372  -0.086
C -1.722 -1.599 -0.996  -0.318
C -0.838 -2.489 -0.079  0.014
F -2.328 -2.530 -1.905  -0.042
C -3.807 -1.546 0.118  -0.618
Cl -4.285 -1.191 1.849  0.633
C -5.115 -1.716 -0.758  -0.670
C -5.076 -1.202 -2.189  -0.177
Cl -6.620 -0.988 -0.032  0.552
C -1.719 1.354 -1.411  -0.516
O -2.095 2.698 -1.345  -0.056
C -2.178 0.838 -2.823  -0.100
P -3.094 1.987 -3.876  0.447
O -2.288 3.005 -4.549  -0.272
O -3.733 1.054 -5.050  -0.129
O -4.349 2.693 -3.173  -0.148
O -0.360 1.073 -1.219  -0.085
C 0.644 1.986 -1.600  -0.512
C 0.717 2.310 -3.134  -0.128
C 1.960 3.009 -3.623  -0.223
N 2.688 3.776 -2.964  0.130
C 1.964 1.226 -1.249  -0.131
C 2.055 -0.143 -1.926  -0.143
O 3.210 -0.802 -1.347  0.002
C 3.947 -1.469 -2.241  -0.412
O 4.988 -1.889 -1.994  0.134
P 0.747 3.513 -0.458  0.985
C 0.313 5.029 -1.448  -0.253
O 2.331 3.743 0.000  -0.316
H 1.036 -0.846 3.544  0.060
H 1.775 -0.120 2.050  0.064
H 1.970 0.701 3.572  0.070
H -0.496 1.191 3.724  0.088
H 0.306 1.791 2.260  0.092
H -0.303 -0.146 1.009  0.089
H -1.521 -0.643 2.269  0.092
H -1.186 1.996 0.861  0.070
H -3.086 2.952 1.737  0.070
H -2.223 2.144 2.990  0.059
H -3.722 1.447 2.421  0.035
H -1.028 -1.078 -1.650  0.122
H -0.948 -3.552 -0.351  0.060
H -1.259 -2.417 0.925  0.075
H 0.203 -2.176 -0.095  0.079
H -3.462 -2.567 0.262  0.091
H -5.370 -2.771 -0.812  0.090
H -4.219 -1.536 -2.780  0.064
H -5.957 -1.613 -2.693  0.077
H -5.163 -0.119 -2.289  0.031
H -1.577 3.256 -1.946  0.068
H -1.302 0.535 -3.399  0.108
H -2.774 -0.075 -2.762  0.064
H -4.530 0.629 -4.689  0.071
H -4.556 3.460 -3.733  0.099
H -0.132 2.954 -3.391  0.083
H 0.685 1.356 -3.666  0.108
H 2.206 2.835 -4.682  0.122
H 3.456 4.099 -3.560  0.048
H 1.931 1.013 -0.172  0.113
H 2.854 1.828 -1.411  0.107
H 1.190 -0.762 -1.683  0.111
H 2.169 -0.013 -3.004  0.113
H 3.526 -1.619 -3.253  0.148
H -0.287 4.828 -2.344  0.032
H 1.221 5.563 -1.735  0.030
H -0.290 5.687 -0.820  0.031
H 2.314 4.392 0.715  0.050
C 0.749 -6.582 -0.148  -0.146
O -0.250 -5.576 -0.034  -0.151
H 1.723 -6.099 -0.142  0.078
H 0.687 -7.276 0.694  0.076
H 0.626 -7.133 -1.084  0.076
H -1.105 -6.024 -0.043  0.056
C -1.673 4.073 5.456  -0.155
O -1.158 2.749 5.558  -0.133
H -1.726 4.337 4.403  0.074
H -2.674 4.126 5.891  0.077
H -1.013 4.777 5.971  0.075
H -1.115 2.527 6.494  0.077
C -3.269 -6.757 -2.799  -0.143
O -2.774 -6.050 -1.666  -0.133
H -2.982 -7.801 -2.702  0.079
H -4.358 -6.687 -2.845  0.077
H -2.836 -6.351 -3.717  0.079
H -3.032 -5.126 -1.765  0.063
C 6.830 4.013 -3.575  -0.143
O 5.540 4.409 -3.114  -0.146
H 6.775 2.973 -3.888  0.080
H 7.136 4.628 -4.425  0.076
H 7.564 4.107 -2.772  0.078
H 5.606 5.330 -2.838  0.082
C 2.573 -2.792 5.454  -0.161
O 2.800 -1.410 5.221  -0.138
H 1.537 -3.017 5.208  0.075
H 3.233 -3.390 4.819  0.073
H 2.754 -3.030 6.506  0.075
H 3.721 -1.233 5.446  0.052
C 6.149 -2.850 6.154  -0.152
O 5.665 -1.639 6.733  -0.130
H 5.868 -2.868 5.103  0.078
H 7.237 -2.901 6.234  0.077
H 5.703 -3.710 6.660  0.079
H 5.922 -1.645 7.661  0.081

Atoms 1-3, force components in eV/Å:
C -0.901 0.880 0.062
C 0.134 0.031 -0.785
C 0.322 0.799 -0.223